Record 1
DFT (ωB97M-V with the def2-TZVPD basis set) results for a cluster of 13 separate species, C37H70N4O11S2 in total in a non-equilibrium geometry.

```
124
Properties=species:S:1:pos:R:3:forces:R:3
C -14.092 23.480 22.497 -0.64 -0.17 0.02
C -14.965 24.361 23.350 -1.37 0.03 0.72
O -15.989 24.000 23.912 0.80 -0.52 -0.47
C -14.570 25.791 23.462 0.63 0.62 -0.31
H -14.219 23.912 21.504 0.51 -0.03 -0.24
H -14.472 22.460 22.451 -0.05 -0.05 0.19
H -13.051 23.479 22.822 0.03 0.20 -0.18
H -14.237 26.194 22.506 0.01 -0.07 -0.13
H -13.687 25.823 24.101 0.07 0.19 0.22
H -15.355 26.440 23.851 0.03 -0.35 0.14
C -16.955 22.363 19.486 0.58 0.86 -0.31
C -15.554 22.906 19.252 -0.31 3.55 0.43
O -15.358 24.145 19.295 0.07 -3.15 -0.19
C -14.452 21.907 19.013 0.42 -0.84 -0.59
H -17.748 23.109 19.550 0.50 0.48 -0.03
H -16.909 21.917 20.480 -0.26 -0.87 -0.32
H -17.193 21.770 18.603 -0.05 -0.81 0.57
H -14.816 20.985 18.560 -0.44 0.10 -0.03
H -13.935 21.523 19.892 -0.40 0.51 0.51
H -13.658 22.240 18.344 -0.16 0.62 0.02
C -15.539 17.395 21.294 0.02 0.38 0.48
C -15.900 18.829 20.942 -0.29 1.10 -0.03
O -15.401 19.789 21.528 -0.19 -0.97 -0.45
C -16.979 19.029 19.872 0.12 -0.77 0.61
H -14.916 16.881 20.562 -0.02 0.39 -0.07
H -16.422 16.770 21.426 -0.21 0.16 -0.05
H -15.017 17.425 22.251 0.07 -0.16 -0.18
H -17.586 19.934 19.908 0.45 0.00 0.42
H -17.639 18.176 20.028 -0.24 -0.10 -0.52
H -16.508 18.968 18.891 0.01 -0.19 -0.09
C -12.790 21.949 25.632 0.49 0.31 0.85
C -12.689 20.769 24.695 0.71 0.34 -0.65
O -11.653 20.511 24.112 -0.19 0.28 0.28
C -13.891 19.918 24.548 -0.17 0.22 0.16
H -13.189 22.885 25.242 -0.06 -0.24 -0.61
H -11.786 22.167 25.995 0.03 0.04 -0.06
H -13.412 21.766 26.509 -0.11 -0.36 -0.04
H -13.785 19.160 23.772 -0.06 0.03 0.22
H -14.733 20.582 24.351 -0.27 -0.20 -0.01
H -14.000 19.509 25.553 -0.46 -0.42 -0.03
C -20.599 15.976 22.592 0.87 -0.17 0.29
C -21.078 16.644 21.322 1.29 0.51 -2.30
O -20.335 16.925 20.355 -1.18 -0.71 2.60
C -22.534 16.990 21.228 -0.06 0.62 0.19
H -19.536 15.735 22.616 0.07 -0.13 -0.77
H -21.144 15.052 22.784 -0.20 0.10 0.00
H -20.627 16.593 23.491 -0.92 0.28 -0.13
H -22.833 17.254 20.214 0.06 -0.53 -0.08
H -22.636 17.941 21.751 -0.06 0.17 0.41
H -23.206 16.297 21.734 0.08 -0.10 -0.20
C -15.416 16.451 26.657 -0.27 -0.38 1.08
C -15.198 16.151 25.234 0.08 1.38 -2.37
O -15.936 16.613 24.367 0.24 -0.70 0.80
C -13.910 15.448 24.833 0.02 0.38 0.33
H -14.930 15.651 27.216 -0.23 0.18 0.50
H -16.467 16.580 26.915 -0.05 -0.40 -0.15
H -14.981 17.405 26.953 0.48 -0.01 -0.25
H -13.170 15.602 25.619 0.01 -0.40 0.14
H -13.473 15.890 23.938 -0.39 -0.03 -0.19
H -14.083 14.387 24.650 0.05 -0.04 0.11
C -17.930 14.136 20.420 -0.30 -0.44 1.26
C -17.208 13.578 21.629 1.55 -2.19 0.59
O -16.025 13.244 21.539 -1.26 0.98 -0.01
C -17.940 13.176 22.940 -0.66 1.06 -0.48
H -18.737 14.821 20.682 0.48 0.70 -0.12
H -18.538 13.311 20.051 0.36 -0.35 -0.47
H -17.163 14.457 19.714 -0.52 0.15 -0.15
H -18.983 12.908 22.771 -0.07 -0.04 -0.25
H -17.994 14.080 23.548 0.03 0.24 0.14
H -17.507 12.412 23.586 0.54 -0.01 -0.65
C -12.134 19.722 21.127 0.72 -0.25 -0.38
C -12.205 18.249 21.155 -0.84 -0.61 -0.39
N -12.358 17.102 21.084 0.47 1.32 0.23
H -12.680 20.200 21.940 0.21 -0.26 -0.10
H -12.466 20.124 20.170 -0.44 -0.40 0.01
H -11.075 19.982 21.133 0.03 0.17 0.56
C -17.359 16.858 16.910 -0.45 0.42 1.05
C -18.322 15.799 16.734 -1.56 -3.37 -1.26
N -19.095 14.928 16.591 1.85 2.28 0.50
H -16.977 17.349 16.015 -0.37 -0.17 0.02
H -16.524 16.577 17.553 -0.03 -0.29 -0.20
H -18.004 17.487 17.523 0.47 1.07 -0.10
C -13.772 15.011 18.916 -1.32 -0.37 -1.05
C -14.619 14.471 17.805 -0.14 -0.41 -0.82
N -15.259 14.024 16.944 0.88 0.74 1.29
H -14.113 14.460 19.793 0.49 0.08 0.26
H -14.034 16.063 19.026 0.30 -0.05 0.01
H -12.717 14.894 18.669 -0.15 -0.06 0.27
C -11.790 19.608 17.279 -0.87 -1.05 -0.78
C -13.186 19.107 17.453 0.21 0.71 0.60
N -14.268 18.718 17.536 0.61 0.08 0.00
H -11.771 20.516 16.677 -0.13 -0.02 0.18
H -11.419 18.791 16.660 0.74 0.20 -0.11
H -11.157 19.699 18.161 -0.52 -0.08 0.12
C -17.836 19.566 24.666 -0.74 -0.32 -0.34
C -18.914 18.884 23.729 0.47 -1.35 0.55
C -20.047 19.865 23.519 0.01 0.03 0.90
S -19.275 21.498 23.478 -0.19 0.32 0.53
O -19.866 22.272 24.573 0.65 -0.40 -1.16
O -19.314 21.997 22.097 0.41 -0.40 1.39
C -17.550 20.864 24.018 -1.25 1.88 -1.74
H -16.894 19.050 24.853 -0.26 -0.57 -0.40
H -18.246 19.798 25.648 -0.36 -0.32 0.10
H -19.367 18.003 24.184 0.23 0.06 0.55
H -18.536 18.419 22.818 0.59 0.66 -0.28
H -20.597 19.790 24.457 -0.21 0.64 0.02
H -20.784 19.707 22.731 0.54 0.06 -0.36
H -17.075 21.657 24.595 -0.15 -0.04 -0.01
H -17.089 20.777 23.034 0.43 -0.15 0.11
C -21.280 21.997 17.631 1.04 -0.19 -0.20
C -20.349 21.368 18.631 0.03 -1.50 1.58
C -20.897 19.942 18.983 -0.14 -0.50 -0.47
S -21.780 19.364 17.463 0.47 1.18 0.38
O -23.182 19.321 17.813 0.10 -0.45 -0.20
O -21.116 18.295 16.758 -0.25 0.03 0.46
C -21.494 20.886 16.582 -0.72 2.03 -0.41
H -20.735 22.840 17.205 -0.24 0.08 -0.35
H -22.125 22.428 18.169 -0.46 -0.49 -0.41
H -20.269 21.998 19.517 0.14 -0.24 0.18
H -19.339 21.180 18.266 -0.03 0.37 -0.36
H -21.644 19.847 19.770 -0.14 0.57 -0.07
H -20.181 19.155 19.218 0.40 0.29 -0.15
H -22.329 21.187 15.950 -0.22 -0.67 -0.06
H -20.611 20.878 15.943 0.08 -0.56 0.18
```
Forces are in eV/Å.

Output
- highest occupied orbital energy (eV) = -9.655
- F_max (hartree/bohr) = 0.0762

Results of the Mulliken charge analysis, in e, for atoms 1 through 99: -0.402 0.769 -0.520 -1.356 0.388 -0.327 0.504 0.359 0.315 0.346 0.082 0.153 -0.656 0.134 0.512 -0.537 0.306 -0.072 -0.406 0.460 1.014 0.771 -0.230 -0.035 -1.066 -0.007 -0.396 -0.635 0.219 0.179 -1.132 0.633 -0.591 0.371 0.070 0.390 0.367 -0.223 -0.140 0.286 -1.032 0.854 -0.275 -1.170 -0.109 0.479 0.395 0.296 0.214 0.415 -1.288 0.826 -0.317 -1.120 0.469 0.308 0.221 0.431 0.184 0.332 -0.195 0.841 -0.583 -1.002 -0.261 0.530 -0.153 0.355 0.105 0.367 0.607 0.401 -0.567 -0.535 -0.429 0.586 0.667 0.065 -0.577 0.428 -0.318 -0.228 0.322 0.116 -0.477 0.168 -0.561 0.432 -0.993 0.490 -0.438 0.320 0.388 0.292 -0.338 0.266 -0.838 1.005 -0.743


Record 2
DFT (ωB97M-V with the def2-TZVPD basis set) results for a structure of composition C37H72O16S3 in a non-equilibrium geometry.

```
128
Properties=species:S:1:pos:R:3:forces:R:3
C 4.497 27.709 5.526 0.13 0.66 -0.30
C 4.440 26.637 6.589 4.76 0.79 0.17
C 5.847 26.053 6.883 -0.40 4.49 1.51
O 5.903 26.117 8.312 3.13 3.76 -0.53
C 4.963 26.873 8.815 -1.06 0.63 1.45
O 4.784 27.057 10.008 0.09 0.03 -2.22
O 4.128 27.210 7.811 -1.00 3.45 1.89
H 4.859 27.338 4.567 -0.17 0.99 1.22
H 5.244 28.450 5.810 -0.11 0.20 0.19
H 3.568 28.219 5.271 -0.26 -0.10 0.44
H 3.762 25.795 6.446 5.06 4.15 -0.86
H 6.601 26.617 6.334 -0.92 1.56 2.94
H 6.013 25.040 6.514 0.70 4.22 1.88
C 8.799 23.638 6.127 3.31 1.57 1.53
C 9.766 23.713 7.286 2.71 -1.33 0.69
O 10.635 22.819 7.393 -1.26 2.16 -2.71
C 9.769 24.855 8.319 -0.88 0.02 -1.17
H 9.321 23.716 5.173 0.81 0.37 0.23
H 8.078 24.453 6.187 2.14 -0.23 0.01
H 8.183 22.749 5.994 3.01 0.53 0.90
H 10.656 25.019 8.931 0.35 -0.37 -0.69
H 8.996 24.694 9.070 0.05 0.31 -0.42
H 9.490 25.737 7.742 0.11 0.39 0.22
C 7.666 21.258 9.784 2.23 -0.41 1.69
C 8.714 22.322 9.856 0.37 2.30 3.27
O 8.368 23.461 10.284 2.44 -3.86 -1.53
C 10.152 21.955 9.679 -0.67 -1.56 1.08
H 7.602 20.891 8.760 2.01 -0.87 0.84
H 6.740 21.690 10.164 0.36 -0.79 0.12
H 7.953 20.421 10.420 0.19 -0.03 0.07
H 10.829 22.365 10.429 -0.26 0.63 -0.26
H 10.426 22.162 8.644 0.50 -0.10 1.21
H 10.278 20.876 9.766 -0.28 -0.27 0.10
C 6.772 23.903 4.849 0.96 1.23 -3.53
C 6.752 25.407 4.627 2.85 -0.99 -1.48
O 7.442 26.128 5.372 1.29 -1.09 -4.98
C 6.034 25.882 3.377 2.36 1.24 -0.80
H 6.322 23.378 4.007 1.19 1.61 1.24
H 6.180 23.693 5.740 2.60 1.80 -3.35
H 7.770 23.515 5.051 -2.52 0.67 -2.96
H 6.700 26.449 2.727 0.67 0.12 0.27
H 5.260 26.593 3.666 1.41 -0.69 -1.66
H 5.664 25.053 2.773 0.84 0.77 0.08
C 3.055 23.041 5.387 1.94 1.54 -0.91
C 3.988 24.210 5.248 -2.12 -0.29 -3.86
O 4.908 24.424 6.018 -6.72 -4.14 -6.31
C 3.819 25.068 3.987 -0.84 -0.03 1.39
H 2.248 23.158 4.664 -0.12 -0.10 0.24
H 2.756 23.052 6.435 1.33 0.05 -3.31
H 3.621 22.151 5.113 -0.15 0.38 0.35
H 4.469 24.567 3.269 -1.98 1.85 0.60
H 4.153 26.059 4.293 -1.62 -1.38 -0.40
H 2.792 25.105 3.624 -0.01 -0.24 0.16
C 6.277 21.841 1.964 0.29 0.21 0.84
C 5.495 22.178 3.211 -0.89 -3.30 -0.18
O 4.670 23.052 3.286 -0.45 -3.03 -2.32
C 5.645 21.265 4.425 0.62 -0.05 0.89
H 7.046 21.108 2.211 0.10 0.18 -0.10
H 6.727 22.788 1.666 0.04 -0.17 -0.60
H 5.641 21.388 1.204 -0.15 0.40 -0.05
H 4.843 20.550 4.609 -0.16 -0.16 -0.73
H 5.638 21.871 5.332 -0.57 -0.57 -0.97
H 6.598 20.753 4.560 0.08 -0.28 -0.76
C 7.036 23.154 12.680 0.13 -0.03 -0.72
C 6.844 24.259 11.618 1.49 3.52 1.86
O 7.388 25.394 11.824 -1.97 -3.75 -0.48
C 5.994 23.996 10.429 1.89 1.53 2.07
H 8.059 22.798 12.556 0.27 0.43 0.50
H 6.480 22.234 12.498 -0.64 0.19 -0.08
H 6.841 23.517 13.689 0.19 0.03 -0.14
H 4.939 24.066 10.693 0.48 0.43 0.36
H 6.196 23.020 9.987 0.11 1.38 1.14
H 6.172 24.649 9.575 2.04 0.26 3.61
C 3.058 20.353 9.332 1.02 -1.49 1.29
C 3.602 19.016 8.761 -0.59 1.42 2.59
O 2.989 18.004 8.999 1.06 -0.96 0.32
C 4.884 19.042 7.973 0.64 -3.21 0.66
H 3.315 20.356 10.391 -0.18 -0.15 0.02
H 2.003 20.593 9.200 -0.13 -0.73 0.28
H 3.506 21.254 8.911 -2.05 -5.75 1.69
H 5.025 17.974 7.811 0.11 -0.08 -0.81
H 5.805 19.363 8.460 -0.56 -0.44 0.63
H 4.757 19.641 7.071 0.24 -1.56 0.06
C 1.900 21.145 6.701 -2.65 -4.44 -2.70
C 2.339 19.672 6.914 -1.57 -0.91 -2.30
C 1.507 18.776 5.876 0.11 1.86 0.67
S -0.108 19.604 5.904 -1.98 -0.94 -0.30
O -1.012 18.808 6.769 1.30 1.33 -1.39
O -0.512 19.939 4.523 0.54 -0.32 1.80
C 0.392 21.103 6.793 0.32 -0.46 0.37
H 2.255 21.485 5.729 -1.10 -1.33 0.47
H 2.392 21.790 7.429 -3.78 -6.04 -2.18
H 2.182 19.318 7.933 -1.63 0.44 -2.02
H 3.384 19.452 6.698 -1.23 0.48 -0.63
H 1.352 17.714 6.063 0.14 0.20 0.22
H 1.892 18.978 4.877 -0.01 -0.27 -0.05
H 0.185 20.915 7.847 -0.54 -0.19 0.03
H -0.100 22.034 6.508 -0.36 -0.63 -0.46
C 0.662 25.212 9.221 0.58 0.52 -0.95
C 0.450 23.819 8.553 -0.20 0.39 -1.02
C 1.475 23.630 7.382 -2.54 2.50 0.62
S 2.466 25.155 7.314 -7.45 -0.37 1.75
O 2.596 25.593 5.905 -6.45 -1.88 0.21
O 3.619 25.033 8.170 -8.30 1.46 1.10
C 1.203 26.200 8.083 0.21 -1.37 0.37
H 1.421 25.135 9.999 -0.02 0.14 0.05
H -0.259 25.597 9.659 0.12 -0.02 -0.04
H -0.551 23.760 8.126 -0.10 0.46 -0.34
H 0.374 22.958 9.217 0.85 0.19 0.46
H 1.050 23.540 6.383 -0.62 0.72 0.43
H 2.155 22.781 7.456 -4.09 4.56 0.96
H 0.484 26.395 7.288 -0.18 -0.09 0.11
H 1.734 27.122 8.320 -0.25 -0.09 0.59
C 6.537 22.547 6.955 -2.95 -2.09 2.85
C 6.739 23.825 7.759 0.12 -2.18 1.82
C 5.283 24.088 8.271 1.47 -4.03 -0.78
S 4.446 22.474 8.718 8.87 4.26 1.74
O 3.274 22.287 7.890 9.08 4.56 3.82
O 4.452 22.277 10.188 -2.30 -0.82 -2.17
C 5.817 21.526 7.935 -1.15 2.17 -1.35
H 7.372 22.085 6.429 -1.52 -1.07 1.25
H 5.830 22.887 6.198 -0.54 -3.14 2.54
H 7.149 24.654 7.182 -0.52 -0.92 1.17
H 7.505 23.686 8.522 -0.73 -0.06 -0.13
H 4.680 24.421 7.427 2.88 -2.48 1.58
H 5.124 24.899 8.982 -0.42 -3.31 -0.98
H 5.386 20.590 7.583 1.23 2.85 -0.37
H 6.598 21.343 8.673 -3.64 0.46 -1.44
```
Forces are in eV/Å.

Output
- ΔE to the lowest compared entry with this formula, charge and spin (kJ/mol) = 4905.3
- highest occupied orbital energy (eV) = -8.173
- F_max (hartree/bohr) = 0.2111

Results of the Mulliken charge analysis, in e, for atoms 1 through 99: -1.882 1.622 0.016 -0.495 0.830 -0.655 -0.446 0.090 0.406 0.354 -1.958 1.168 -1.250 -0.526 0.814 -0.678 -0.778 0.731 0.874 -0.355 0.372 0.056 0.361 -1.635 1.437 -0.654 -1.317 0.774 0.254 0.700 0.338 0.213 0.460 0.649 1.363 -0.601 -0.779 -1.123 -0.436 -0.368 0.544 0.516 0.262 -0.231 0.525 -0.136 -0.961 0.709 -1.319 -0.606 0.362 -0.390 0.507 -1.477 1.437 -0.508 -1.186 0.367 0.389 0.400 0.173 0.380 0.769 -1.412 0.863 -0.686 -0.546 0.277 0.229 0.441 0.734 -1.913 1.433 -1.011 0.885 -0.636 -1.226 0.805 0.691 -1.034 0.496 0.316 0.033 1.079 -0.570 -0.995 1.313 -0.729 -0.728 -1.229 -0.473 1.292 0.371 -0.361 0.527 0.411 0.452 0.442 -0.945